# 1
C4H9NOS in the gas phase in a non-equilibrium geometry. Source: the Open Molecules 2025 dataset; level of theory: the ωB97M-V functional and the def2-TZVPD basis.

```
16
C4H9NOS | the Open Molecules 2025 dataset | the ωB97M-V functional and the def2-TZVPD basis
C 2.174 -1.447 -0.722
N 0.925 -1.093 -0.717
O 0.610 -0.433 0.440
C -0.831 0.007 0.409
C -1.773 -1.160 0.375
S -1.104 1.323 -0.854
C 0.189 2.357 -0.130
H 2.851 -1.292 0.137
H 2.576 -2.013 -1.572
H -0.909 0.477 1.383
H -1.830 -1.561 -0.643
H -2.807 -0.939 0.693
H -1.388 -1.968 1.046
H 1.155 1.917 -0.357
H 0.160 3.407 -0.486
H 0.001 2.418 0.996
```

## Properties
HOMO-LUMO gap (eV): 9.81
HOMO energy (eV): -8.837
Max |F| (eV/A): 2.3
Structure (SMILES): C=NO[C@H](C)SC
Energy relative to the best compared isomer or geometry (same formula, charge and spin) (kcal/mol): 72.3
Net charge: 0
Electronic energy (hartree): -685.90372

---

# 2
C21H25N3O7S in the gas phase. Source: the Open Molecules 2025 dataset; level of theory: the ωB97M-V functional and the def2-TZVPD basis.

```
57
C21H25N3O7S | the Open Molecules 2025 dataset | the ωB97M-V functional and the def2-TZVPD basis
C -3.272 -1.252 -1.367
C -2.857 0.220 -1.399
C -3.433 0.940 -2.585
C -4.812 1.053 -2.733
C -5.370 1.687 -3.828
C -4.551 2.231 -4.804
C -3.178 2.152 -4.667
C -2.620 1.510 -3.567
N -1.203 1.438 -3.428
C -0.543 2.602 -2.852
C -0.036 2.284 -1.438
O -0.388 2.914 -0.464
N 0.811 1.222 -1.444
N 1.423 0.589 -0.419
C 1.293 0.937 0.801
C 1.987 0.194 1.837
C 2.792 -0.902 1.533
C 3.446 -1.581 2.542
C 3.301 -1.180 3.858
O 3.983 -1.796 4.902
C 3.940 -3.125 5.015
O 3.322 -3.885 4.327
O 4.709 -3.473 6.048
C 4.761 -4.865 6.329
C 2.487 -0.082 4.191
O 2.400 0.222 5.509
C 1.626 1.334 5.892
C 1.842 0.595 3.167
S -0.370 0.722 -4.689
C -1.165 -0.893 -4.771
O 0.975 0.558 -4.206
O -0.529 1.404 -5.939
H -2.800 -1.752 -0.525
H -2.971 -1.757 -2.282
H -4.350 -1.351 -1.264
H -3.199 0.709 -0.484
H -1.770 0.287 -1.429
H -5.456 0.640 -1.971
H -6.443 1.760 -3.919
H -4.979 2.726 -5.662
H -2.521 2.571 -5.413
H 0.307 2.876 -3.484
H -1.233 3.448 -2.793
H 1.054 0.823 -2.353
H 0.684 1.776 1.129
H 2.897 -1.200 0.504
H 4.072 -2.430 2.316
H 5.427 -4.970 7.181
H 3.766 -5.244 6.569
H 5.149 -5.414 5.468
H 1.717 1.393 6.975
H 0.573 1.203 5.624
H 2.004 2.259 5.445
H 1.212 1.443 3.384
H -0.671 -1.459 -5.551
H -1.033 -1.366 -3.808
H -2.211 -0.747 -5.007
```

## Properties
HOMO-LUMO gap (eV): 8.65
HOMO energy (eV): -8.151
Max |F| (eV/A): 1.0
Structure (SMILES): CCc1ccccc1N(CC(=O)N/N=C/c1ccc(OC(=O)OC)c(OC)c1)S(C)(=O)=O
Energy relative to the best compared isomer or geometry (same formula, charge and spin) (kcal/mol): 66.3
Net charge: 0
Electronic energy (hartree): -1904.33785

---

# 3
A molecular structure, C33H47BaN2O6PSi in a non-equilibrium geometry. Source: the Open Molecules 2025 dataset; level of theory: the ωB97M-V functional and the def2-TZVPD basis.

```
91
C33H47BaN2O6PSi | the Open Molecules 2025 dataset | the ωB97M-V functional and the def2-TZVPD basis
Ba -0.620 -0.834 1.528
O 5.296 -1.229 4.733
C 4.058 -1.180 4.151
C 3.248 -0.057 4.250
C 2.011 -0.088 3.628
N 1.596 -1.144 2.933
C 2.383 -2.216 2.826
C 3.625 -2.286 3.431
C 1.836 -3.382 1.987
O 2.452 -4.443 2.012
O 0.781 -3.094 1.338
C 1.027 1.090 3.733
O 1.411 2.090 4.337
O -0.094 0.871 3.181
H 5.464 -0.378 5.152
H 3.536 0.836 4.792
H 4.225 -3.178 3.327
C 3.192 -2.712 -2.226
C 2.307 -1.664 -1.546
C 0.902 -1.700 -2.121
P 3.109 0.017 -1.697
C 3.416 0.461 0.085
C 3.455 1.956 0.318
C 4.745 -0.180 0.487
C 1.859 1.169 -2.372
C 2.327 1.717 -3.573
C 1.656 2.660 -4.334
C 2.221 3.198 -5.621
C 0.435 3.091 -3.824
C -0.080 2.590 -2.653
C 0.570 1.585 -1.861
N -0.003 1.105 -0.735
C -1.269 1.672 -0.436
C -2.452 1.227 -1.053
C -2.420 0.218 -2.166
C -3.674 1.800 -0.706
C -3.776 2.815 0.232
C -5.104 3.419 0.605
C -2.601 3.263 0.819
C -1.363 2.734 0.487
C -0.123 3.371 1.047
H 2.776 -3.713 -2.084
H 4.209 -2.705 -1.829
H 3.258 -2.516 -3.300
H 2.259 -1.912 -0.481
H 0.912 -1.450 -3.186
H 0.270 -0.969 -1.620
H 0.460 -2.687 -2.000
H 2.625 0.008 0.685
H 4.198 2.426 -0.335
H 3.733 2.175 1.355
H 2.489 2.399 0.118
H 5.556 0.233 -0.119
H 4.740 -1.263 0.339
H 4.964 0.015 1.538
H 3.301 1.378 -3.914
H 3.215 2.784 -5.805
H 2.319 4.288 -5.605
H 1.598 2.945 -6.485
H -0.136 3.848 -4.358
H -1.033 2.971 -2.313
H -1.529 -0.406 -2.122
H -2.402 0.731 -3.133
H -3.298 -0.427 -2.136
H -4.573 1.442 -1.198
H -5.859 3.197 -0.150
H -5.028 4.505 0.703
H -5.466 3.028 1.556
H -2.639 4.080 1.535
H -0.359 4.364 1.436
H 0.631 3.479 0.270
H 0.305 2.786 1.866
C -1.365 -4.719 -1.188
O -1.276 -3.662 -0.270
H -1.693 -5.651 -0.709
H -0.414 -4.918 -1.694
H -2.102 -4.449 -1.945
H -0.474 -3.764 0.282
C -4.923 -1.825 -0.007
Si -3.935 -1.500 1.625
C -4.435 -3.143 2.532
C -5.177 -0.301 2.496
H -5.965 -2.082 0.225
H -4.484 -2.660 -0.560
H -4.935 -0.959 -0.668
H -5.521 -3.299 2.500
H -4.129 -3.133 3.582
H -3.955 -4.006 2.064
H -6.193 -0.717 2.521
H -5.214 0.652 1.969
H -4.870 -0.088 3.524
```

## Properties
HOMO-LUMO gap (eV): 5.15
HOMO energy (eV): -1.181
Max |F| (eV/A): 1.9
Energy relative to the best compared isomer or geometry (same formula, charge and spin) (kcal/mol): 5.2
Net charge: -2
Electronic energy (hartree): -2503.18831

---

# 4
A molecular structure, C29H23NNdO3PS3Te in a non-equilibrium geometry. Source: the Open Molecules 2025 dataset; level of theory: the ωB97M-V functional and the def2-TZVPD basis.

```
62
C29H23NNdO3PS3Te | the Open Molecules 2025 dataset | the ωB97M-V functional and the def2-TZVPD basis
Nd 13.120 13.120 11.756
O 13.840 11.745 16.154
C 13.998 12.295 15.084
O 13.221 12.188 14.044
C 15.251 13.036 14.922
P 15.231 14.408 13.824
C 15.039 15.714 15.086
C 15.759 15.722 16.278
C 15.733 16.661 17.208
C 14.802 17.644 17.058
C 13.946 17.599 16.002
C 13.997 16.716 14.977
C 16.984 14.506 13.337
C 18.054 13.681 13.700
C 19.239 13.732 13.013
C 19.436 14.653 11.970
C 18.356 15.427 11.558
C 17.170 15.395 12.255
H 15.977 12.312 14.614
H 15.594 13.233 15.929
H 16.360 14.839 16.548
H 16.369 16.660 18.123
H 14.713 18.467 17.738
H 13.161 18.387 15.904
H 13.273 16.593 14.177
H 17.992 13.098 14.583
H 20.054 13.088 13.384
H 20.423 14.840 11.426
H 18.422 16.046 10.697
H 16.338 16.019 11.872
S 11.573 10.220 7.751
C 12.868 11.146 7.128
C 13.562 11.015 5.912
C 14.523 11.993 5.727
C 14.929 12.925 6.669
C 14.267 13.010 7.857
C 13.278 12.088 8.122
N 12.484 12.098 9.286
C 11.572 11.143 9.242
C 10.744 10.846 10.447
C 9.906 9.742 10.427
C 9.131 9.496 11.597
C 9.265 10.356 12.655
C 10.051 11.495 12.627
C 10.846 11.685 11.534
H 13.238 10.267 5.156
H 14.975 11.966 4.720
H 15.655 13.691 6.447
H 14.555 13.756 8.621
H 9.798 9.117 9.529
H 8.704 8.507 11.672
H 8.815 10.066 13.625
H 10.173 12.078 13.501
Te 12.485 15.869 11.041
C 13.299 9.375 11.912
O 13.923 10.562 11.356
C 15.278 10.657 11.191
S 16.321 9.363 11.149
S 15.833 12.269 11.114
H 13.894 8.763 12.543
H 12.979 8.715 11.059
H 12.376 9.678 12.426
```

## Properties
HOMO-LUMO gap (alpha / beta) (eV): 4.57 / 4.59
HOMO energy (alpha / beta) (eV): -0.609 / -0.630
Max |F| (eV/A): 4.3
Energy relative to the best compared isomer or geometry (same formula, charge and spin) (kcal/mol): 8.3
Net charge: -2
Electronic energy (hartree): -3764.82973
Multiplicity: 4

---

# 5
2 unconnected molecules or ions with the total composition C4H7NSi2 in a non-equilibrium geometry. Source: the Open Molecules 2025 dataset; level of theory: the ωB97M-V functional and the def2-TZVPD basis.

```
14
C4H7NSi2 | the Open Molecules 2025 dataset | the ωB97M-V functional and the def2-TZVPD basis
C 1.124 -0.711 -3.587
C 1.012 2.880 2.913
C 0.323 -0.957 -2.708
C 0.520 1.931 2.365
N -0.156 -0.224 -0.014
Si -0.665 -1.317 -1.223
Si -0.730 -0.211 1.717
H 1.603 -0.506 -4.428
H 1.830 3.565 3.006
H -0.076 0.778 -0.271
H -0.311 -2.825 -1.038
H -2.150 -1.383 -1.138
H -0.221 -1.411 2.420
H -2.104 0.391 1.986
```

## Properties
HOMO-LUMO gap (eV): 9.34
HOMO energy (eV): -9.649
Max |F| (eV/A): 5.1
Energy relative to the best compared isomer or geometry (same formula, charge and spin) (kcal/mol): 52.9
Net charge: 0
Electronic energy (hartree): -790.15936

---

# 6
2 unconnected molecules or ions with the total composition C6H17NO in a non-equilibrium geometry. Source: the Open Molecules 2025 dataset; level of theory: the ωB97M-V functional and the def2-TZVPD basis.

```
25
C6H17NO | the Open Molecules 2025 dataset | the ωB97M-V functional and the def2-TZVPD basis
C -2.219 1.339 -0.360
C -1.887 0.178 -1.291
C -0.569 0.312 -2.034
C 0.585 0.455 -1.047
N 0.584 -0.594 -0.029
C 1.831 -0.657 0.696
C 2.135 0.517 1.633
H -1.842 1.155 0.651
H -1.683 2.219 -0.725
H -3.269 1.583 -0.219
H -1.989 -0.789 -0.802
H -2.736 0.018 -1.972
H -0.375 -0.634 -2.550
H -0.628 1.095 -2.787
H 0.542 1.451 -0.584
H 1.575 0.418 -1.508
H -0.236 -0.532 0.560
H 1.960 -1.572 1.276
H 2.633 -0.782 -0.039
H 2.333 1.460 1.131
H 2.808 0.214 2.433
H 1.207 0.728 2.178
O -0.379 -2.466 2.171
H -0.779 -3.023 1.489
H 0.398 -2.091 1.730
```

## Properties
HOMO-LUMO gap (eV): 9.84
HOMO energy (eV): -8.859
Max |F| (eV/A): 1.8
Structure (SMILES): CCCCNCC.O
Energy relative to the best compared isomer or geometry (same formula, charge and spin) (kcal/mol): 18.0
Net charge: 0
Electronic energy (hartree): -368.77216

---

# 7
A molecular structure, C22H43N2OP3Re in a non-equilibrium geometry. Source: the Open Molecules 2025 dataset; level of theory: the ωB97M-V functional and the def2-TZVPD basis.

```
72
C22H43N2OP3Re | the Open Molecules 2025 dataset | the ωB97M-V functional and the def2-TZVPD basis
Re -0.294 -0.036 0.521
P -1.737 -1.714 0.569
P 1.119 -0.646 2.381
P 1.294 -1.240 -0.814
H 0.252 2.334 -0.545
C -0.191 1.754 -1.363
C -0.993 0.514 -1.255
H -2.069 0.779 -1.174
C -3.520 -1.211 0.727
C -1.711 -3.002 1.911
C -2.078 -2.811 -0.912
C 2.570 0.476 2.512
C 0.379 -0.377 4.048
C 1.955 -2.256 2.702
C 0.982 -1.583 -2.621
C 1.307 -3.127 -0.383
C 3.145 -1.063 -0.777
H -0.849 2.456 -1.868
H -0.806 -0.163 -2.108
H -3.736 -0.395 0.027
H -3.756 -0.871 1.742
H -4.187 -2.056 0.489
H -1.483 -2.533 2.878
H -0.968 -3.787 1.721
H -2.701 -3.482 1.996
H -2.132 -2.205 -1.823
H -3.053 -3.313 -0.800
H -1.320 -3.585 -1.061
H 3.187 0.184 3.374
H 2.239 1.510 2.656
H 3.181 0.422 1.604
H 1.019 -0.828 4.818
H -0.615 -0.831 4.122
H 0.294 0.694 4.259
H 2.841 -2.388 2.069
H 1.274 -3.100 2.542
H 2.279 -2.277 3.753
H 1.545 -2.479 -2.886
H 1.362 -0.734 -3.196
H -0.078 -1.731 -2.839
H 1.317 -3.693 -1.321
H 0.444 -3.456 0.204
H 2.225 -3.363 0.160
H 3.540 -1.608 -1.644
H 3.563 -1.470 0.151
H 3.410 -0.005 -0.877
C 0.764 1.750 -3.748
C 1.954 1.980 -4.430
C 1.979 1.791 -5.796
C 0.850 1.320 -6.468
C -0.346 1.111 -5.774
C -0.431 1.361 -4.395
O 0.994 1.566 -2.391
H 1.514 0.169 -1.668
H 2.827 2.239 -3.822
H 2.912 2.005 -6.327
H 0.916 1.054 -7.527
H -1.241 0.770 -6.299
H -1.355 1.199 -3.843
N -2.202 4.704 4.063
C -1.734 3.581 3.420
C -2.442 2.351 3.407
C -1.959 1.332 2.616
N -0.877 1.488 1.846
C -0.159 2.635 1.867
C -0.565 3.693 2.647
H -3.015 4.702 4.650
H -1.638 5.544 4.051
H -3.354 2.234 3.950
H -2.499 0.371 2.537
H 0.700 2.720 1.190
H -0.040 4.627 2.578
```

## Properties
HOMO-LUMO gap (alpha / beta) (eV): 5.40 / 5.17
HOMO energy (alpha / beta) (eV): -19.499 / -20.029
Max |F| (eV/A): 5.8
Energy relative to the best compared isomer or geometry (same formula, charge and spin) (kcal/mol): 25.5
Net charge: +4
Electronic energy (hartree): -2149.44970
Multiplicity: 4

---

Please write out number 6 again, unchanged.
2 unconnected molecules or ions with the total composition C6H17NO in a non-equilibrium geometry. Source: the Open Molecules 2025 dataset; level of theory: the ωB97M-V functional and the def2-TZVPD basis.

```
25
C6H17NO | the Open Molecules 2025 dataset | the ωB97M-V functional and the def2-TZVPD basis
C -2.219 1.339 -0.360
C -1.887 0.178 -1.291
C -0.569 0.312 -2.034
C 0.585 0.455 -1.047
N 0.584 -0.594 -0.029
C 1.831 -0.657 0.696
C 2.135 0.517 1.633
H -1.842 1.155 0.651
H -1.683 2.219 -0.725
H -3.269 1.583 -0.219
H -1.989 -0.789 -0.802
H -2.736 0.018 -1.972
H -0.375 -0.634 -2.550
H -0.628 1.095 -2.787
H 0.542 1.451 -0.584
H 1.575 0.418 -1.508
H -0.236 -0.532 0.560
H 1.960 -1.572 1.276
H 2.633 -0.782 -0.039
H 2.333 1.460 1.131
H 2.808 0.214 2.433
H 1.207 0.728 2.178
O -0.379 -2.466 2.171
H -0.779 -3.023 1.489
H 0.398 -2.091 1.730
```

## Properties
HOMO-LUMO gap (eV): 9.84
HOMO energy (eV): -8.859
Max |F| (eV/A): 1.8
Structure (SMILES): CCCCNCC.O
Energy relative to the best compared isomer or geometry (same formula, charge and spin) (kcal/mol): 18.0
Net charge: 0
Electronic energy (hartree): -368.77216